Record 1
ORCA calculation (the ωB97M-V functional and the def2-TZVPD basis) on a cluster of 3 separate species, C3H13NO3 in total in a non-equilibrium geometry.

```
20
Properties=species:S:1:pos:R:3:forces:R:3:mulliken_spin:R:1
C 1.498362 -1.120829 -1.708789 0.0 -1.7 0.1 0.86
N 1.984999 -0.477089 -0.487515 1.2 0.8 -0.7 -0.28
C 1.025241 -0.159216 0.527404 -1.9 -0.3 -0.5 0.30
O 1.659814 0.179565 1.735741 0.2 -0.1 0.2 -0.12
C 0.910026 -2.516271 -1.413980 0.3 0.5 1.9 0.06
H 0.845100 -0.422078 -2.230580 -0.4 -0.3 -0.3 -0.35
H 2.278184 -1.467316 -2.396320 0.7 1.2 0.2 0.07
H 2.293802 0.442840 -0.810980 0.4 -0.2 0.1 -0.14
H 0.318402 0.634824 0.248313 0.6 0.6 0.1 0.04
H 0.284961 -0.969495 0.599155 0.6 -0.5 0.6 0.10
H 2.520133 -0.268365 1.758664 -0.4 0.0 -0.2 0.00
H 1.108312 -3.271494 -2.159707 -0.9 0.2 -0.9 -0.07
H 1.457224 -3.000863 -0.578753 0.1 0.7 0.0 0.02
H -0.077541 -2.376088 -0.983510 -0.5 -0.7 -0.7 -0.09
H -1.610240 1.869070 -1.478296 -0.2 0.0 0.8 -0.22
H -0.910917 3.117170 -1.386947 0.1 0.3 0.6 -0.43
O -1.394446 2.528935 -0.763519 0.1 -0.3 -1.4 1.21
H -5.186630 2.722624 3.289361 0.3 0.1 -0.2 -0.03
H -4.642510 1.982258 4.470448 0.1 -0.2 0.3 -0.02
O -4.362275 2.571825 3.769818 -0.4 0.1 -0.1 0.09
```
Forces are in eV/Å.

**HOMO-LUMO gap (alpha / beta)**: 2.086 / 8.858 eV
**Energy relative to the best compared isomer or geometry (same formula, charge and spin)**: 104.0 kJ/mol
**F_max**: 2.013 eV/Å
**HOMO level (alpha / beta)**: 0.96 / -5.89 eV
**Charge**: -1
**Multiplicity**: 2
**LUMO energy (alpha / beta)**: 3.049 / 2.970 eV

---

Record 2
ORCA calculation (the ωB97M-V functional and the def2-TZVPD basis) on the ion C7H10N3S with charge +1 in a non-equilibrium geometry.

```
21
Properties=species:S:1:pos:R:3:forces:R:3:mulliken_spin:R:1
C 1.325283 0.994149 0.883275 1.3 -3.0 -3.7 -0.01
C 2.034525 -0.045523 -0.169444 -4.4 1.8 3.0 0.45
C 0.009211 -1.271852 0.146351 0.5 -2.3 -0.8 0.02
C 1.942857 1.795691 1.709428 1.6 0.7 0.2 0.16
C -0.825907 0.959874 -1.766135 -0.4 -2.7 1.8 0.01
C -0.407628 1.601005 -0.731054 1.1 1.1 1.3 -0.01
C -0.618636 -2.607310 0.241895 0.8 -3.1 -0.1 0.01
N -0.709698 -0.344970 0.652567 -0.2 0.8 1.1 0.04
N 1.239802 -1.204290 -0.421601 1.1 2.0 0.4 0.06
N -0.128364 0.951371 0.622729 -1.2 2.8 0.6 0.01
S 3.535316 0.017629 -0.795531 2.2 0.5 -0.6 1.25
H 1.450501 2.393015 2.475514 0.2 0.1 -0.4 0.01
H 3.053767 1.852238 1.539693 -1.2 -0.1 0.9 0.00
H -0.783928 1.592685 -2.575307 -0.6 0.4 -2.5 0.00
H -1.093104 -0.095248 -1.589289 -0.1 0.7 -1.3 0.00
H -0.155751 2.636893 -0.919784 0.4 0.2 1.3 0.00
H 0.075499 -3.368033 0.828682 -1.2 1.6 -1.5 0.00
H -0.949321 -3.090618 -0.745888 0.8 0.8 1.3 0.00
H -1.489370 -2.540665 0.855444 -0.7 0.2 0.3 0.00
H 1.773925 -1.911963 -0.930778 -1.2 -0.4 0.5 0.00
H -0.667232 1.594846 1.361496 1.4 -2.0 -1.6 0.01
```
Forces are in eV/Å.

**HOMO-LUMO gap (alpha / beta)**: 7.643 / 6.823 eV
**Energy relative to the best compared isomer or geometry (same formula, charge and spin)**: 290.4 kJ/mol
**F_max**: 5.593 eV/Å
**HOMO level (alpha / beta)**: -10.66 / -13.73 eV
**Charge**: +1
**Multiplicity**: 3
**LUMO energy (alpha / beta)**: -3.014 / -6.903 eV

---

Record 3
ORCA calculation (the ωB97M-V functional and the def2-TZVPD basis) on a cluster of 2 separate species, C3H8S in total in a non-equilibrium geometry.

```
12
Properties=species:S:1:pos:R:3:forces:R:3:nbo_charge:R:1
C 1.971207 1.448013 0.935418 -1.1 1.3 -7.3 -0.39
C 1.941254 1.356156 -0.497273 1.2 -2.3 5.4 -0.38
H 2.340395 0.718177 1.572028 0.8 -1.0 1.0 0.20
H 1.503731 2.361214 1.192764 -0.4 0.5 1.4 0.19
H 2.411781 0.457501 -0.926507 -0.4 0.6 -0.1 0.18
H 1.394402 2.007913 -1.123137 -0.2 0.8 -0.4 0.20
C -2.234317 -1.448880 0.149888 -1.5 1.4 1.9 -0.77
S -1.745501 -0.905665 -1.483705 -0.1 0.0 -0.3 -0.03
H -1.406795 -1.791489 0.739819 0.5 -0.7 -0.1 0.23
H -3.102564 -2.160344 0.197739 1.0 0.6 -0.3 0.22
H -2.511351 -0.524419 0.779608 0.0 -1.2 -1.2 0.22
H -0.562244 -1.518178 -1.536644 0.1 -0.1 0.0 0.12
```
Forces are in eV/Å.

**HOMO-LUMO gap**: 9.974 eV
**Energy relative to the best compared isomer or geometry (same formula, charge and spin)**: 183.1 kJ/mol
**F_max**: 7.470 eV/Å
**HOMO level**: -9.02 eV
**SMILES**: C=C.CS
**Multiplicity**: 1
**LUMO energy**: 0.957 eV

---

Record 4
ORCA calculation (the ωB97M-V functional and the def2-TZVPD basis) on a structure of composition H3NP2S in a non-equilibrium geometry.

```
7
Properties=species:S:1:pos:R:3:forces:R:3:mulliken_spin:R:1
N -0.788366 -0.169178 -0.277789 0.1 -0.4 0.7 0.42
P -0.041774 1.364174 0.086593 0.3 0.3 -1.0 0.60
P 0.417888 -1.397781 -0.003843 0.1 -0.1 0.1 0.52
S 1.797477 0.247546 0.029264 -0.2 0.0 0.3 0.39
H -1.741897 -0.344648 0.008367 -0.1 0.0 -0.1 -0.11
H 0.014688 1.800287 -1.255503 -0.1 0.6 0.1 0.07
H 0.341987 -1.500401 1.412914 0.0 -0.4 0.0 0.10
```
Forces are in eV/Å.

**HOMO-LUMO gap (alpha / beta)**: 5.763 / 6.997 eV
**Energy relative to the best compared isomer or geometry (same formula, charge and spin)**: 83.3 kJ/mol
**F_max**: 1.055 eV/Å
**HOMO level (alpha / beta)**: -5.32 / -9.72 eV
**Multiplicity**: 3
**LUMO energy (alpha / beta)**: 0.447 / -2.728 eV

---

Record 5
ORCA calculation (the ωB97M-V functional and the def2-TZVPD basis) on a cluster of 2 separate species, C4H10OS in total in a non-equilibrium geometry.

```
16
Properties=species:S:1:pos:R:3:forces:R:3:nbo_charge:R:1
C -3.324276 1.096799 3.876760 -3.9 1.0 0.8 -0.48
C -4.630361 1.014992 4.203089 1.8 -3.2 -0.7 0.15
O -5.248754 -0.199203 3.941534 -1.6 -0.6 0.9 -0.77
H -2.788570 1.935858 4.132202 1.5 1.5 0.4 0.20
H -3.132338 0.415548 3.129380 1.5 -1.3 -1.4 0.20
H -5.276902 1.369997 4.952084 -0.1 1.8 0.8 0.19
H -5.378068 -0.705327 3.142787 0.7 0.7 -0.7 0.50
C 3.040135 0.306417 -3.264294 1.3 0.9 -3.1 -0.63
C 3.972320 -0.859741 -2.939162 -3.8 -1.0 4.8 -0.44
S 2.990345 -2.499847 -3.121003 4.6 -0.4 -2.8 -0.06
H 3.325874 1.121134 -2.652929 0.1 1.0 0.8 0.21
H 1.942763 0.227744 -3.238508 0.6 -0.5 0.0 0.22
H 3.380826 0.676016 -4.348152 -1.2 -0.7 2.1 0.20
H 4.711449 -0.920818 -3.624739 2.6 -0.3 -1.8 0.20
H 4.346805 -0.791373 -1.790958 -0.6 -0.3 -2.9 0.21
H 2.068752 -2.188198 -2.398092 -3.5 1.3 2.9 0.08
```
Forces are in eV/Å.

**HOMO-LUMO gap**: 10.067 eV
**Energy relative to the best compared isomer or geometry (same formula, charge and spin)**: 310.6 kJ/mol
**F_max**: 6.200 eV/Å
**HOMO level**: -9.04 eV
**SMILES**: C=CO.CCS
**Multiplicity**: 1
**LUMO energy**: 1.027 eV

---

Record 6
ORCA calculation (the ωB97M-V functional and the def2-TZVPD basis) on the molecule C4H13OP5 in a non-equilibrium geometry.

```
23
Properties=species:S:1:pos:R:3:forces:R:3:nbo_charge:R:1
C -3.203254 -1.629084 -0.372265 3.2 -1.0 -0.9 -0.24
O -2.968526 -0.231747 -0.354889 2.6 1.2 1.3 -0.79
P -1.375690 0.228547 0.292530 -2.1 -0.5 -0.4 1.04
C -1.872073 1.583422 1.529254 -0.7 0.7 -2.3 -0.96
P -0.179883 -1.361016 1.024318 -0.2 0.1 0.0 -0.39
P 1.258268 0.305472 0.640636 -0.6 0.9 0.2 -0.12
P 3.161770 -0.161462 -0.344108 0.0 -0.9 -0.7 0.30
C 4.099653 0.349678 1.116304 -2.2 2.7 1.3 -0.95
P 0.110555 0.987590 -1.179095 0.0 0.8 0.9 0.33
C 0.213988 -0.465129 -2.260002 -0.3 0.0 -1.9 -1.00
H -4.208911 -1.815877 -0.260214 -2.4 -0.1 0.3 0.19
H -2.669500 -2.126060 0.499691 -0.5 0.3 -1.3 0.19
H -2.881929 -2.070460 -1.395315 -0.3 0.5 1.8 0.17
H -0.984591 2.217414 1.765816 -0.7 -0.2 -0.7 0.26
H -2.808861 2.158672 1.046263 2.2 -1.2 1.4 0.26
H -2.055193 1.082398 2.461453 -0.7 -0.4 0.3 0.25
H 3.278229 1.148591 -0.908084 -0.3 -0.3 -0.1 -0.02
H 3.530242 1.281273 1.493935 1.2 -0.7 -0.9 0.23
H 5.060664 0.645379 0.812516 1.5 0.1 0.1 0.23
H 4.005882 -0.141785 2.059408 0.5 -1.5 0.2 0.25
H -0.525683 -0.156903 -3.045419 0.3 -0.6 0.4 0.24
H 1.213884 -0.447857 -2.890614 -1.8 -0.6 1.8 0.27
H -0.199052 -1.381050 -1.732121 1.3 0.7 -0.9 0.27
```
Forces are in eV/Å.

**HOMO-LUMO gap**: 7.391 eV
**Energy relative to the best compared isomer or geometry (same formula, charge and spin)**: 0.0 kJ/mol
**F_max**: 3.750 eV/Å
**HOMO level**: -7.00 eV
**SMILES**: COP12(C)P=[P@@]1(PC)P2C
**Multiplicity**: 1
**LUMO energy**: 0.393 eV